Entry 1:
This record from the Open Molecules 2025 dataset describes C31H32Cl2N4OS3SiTa as an isolated structure. The level of theory is ωB97M-V/def2-TZVPD.

## Properties
Total charge: +1
Spin multiplicity: 1
ΔE to the lowest compared entry with this formula, charge and spin (kcal per mole): 0.0

Each line ends with the Mulliken charge.
Cartesian coordinates (Å):
1 Ta -0.4288 0.1922 -0.7186  0.281
2 C 0.4752 -2.7392 2.7178  -1.153
3 C 0.6411 -1.9799 1.4405  0.870
4 N -0.3176 -1.1777 1.0604  -0.018
5 N -1.4090 -1.1772 1.9317  -0.419
6 C -2.5208 -0.9206 1.3562  0.394
7 S -2.7240 -0.5539 -0.3502  -0.693
8 S -4.0144 -0.9287 2.2441  -0.110
9 C -3.4684 -1.4960 3.8693  -1.033
10 C -2.9272 -2.9053 3.9601  0.606
11 C -3.2144 -3.8901 3.0250  -0.253
12 C -2.6992 -5.1722 3.1743  -0.620
13 C -1.8976 -5.4838 4.2620  -0.511
14 C -1.6131 -4.5044 5.2044  -0.533
15 C -2.1227 -3.2244 5.0504  -0.414
16 C 1.8100 -2.2061 0.5946  0.641
17 C 2.9588 -2.8541 1.0815  -1.048
18 C 4.0057 -3.1794 0.2499  -0.981
19 C 3.9233 -2.8977 -1.1140  -0.539
20 C 2.8166 -2.2537 -1.6216  -0.366
21 C 1.7846 -1.8799 -0.7674  0.499
22 O 0.7510 -1.1834 -1.2704  -0.579
23 H -0.3923 -3.3970 2.6338  0.032
24 H 1.3416 -3.3391 2.9628  0.402
25 H 0.2488 -2.0506 3.5304  0.359
26 H -2.7337 -0.7867 4.2475  0.364
27 H -4.3726 -1.3961 4.4748  0.480
28 H -3.8391 -3.6614 2.1705  0.452
29 H -2.9330 -5.9294 2.4369  0.401
30 H -1.5017 -6.4839 4.3789  0.402
31 H -0.9943 -4.7376 6.0612  0.408
32 H -1.8919 -2.4614 5.7857  0.420
33 H 3.0417 -3.0907 2.1310  0.448
34 H 4.8828 -3.6645 0.6541  0.429
35 H 4.7341 -3.1753 -1.7740  0.434
36 H 2.7305 -2.0068 -2.6713  0.461
37 Cl -2.2654 2.9432 -0.8234  -0.120
38 C -1.0207 3.8836 -0.0682  0.797
39 C -0.9963 5.2417 -0.3291  -0.692
40 C -0.0715 6.0410 0.3218  -0.478
41 C 0.8089 5.4829 1.2303  -0.755
42 C 0.7770 4.1183 1.4682  0.233
43 Cl 1.8751 3.4739 2.6404  -0.158
44 C -0.1245 3.2773 0.8070  -0.092
45 S -0.1842 1.5649 1.2263  -0.220
46 H -1.7126 5.6641 -1.0197  0.478
47 H -0.0484 7.1049 0.1310  0.394
48 H 1.5238 6.0929 1.7639  0.442
49 C -3.1013 -0.7637 -3.4893  -1.630
50 C -2.1413 0.3634 -3.6921  0.758
51 C -2.1705 1.1365 -4.8387  -0.819
52 C -1.2449 2.1601 -5.0020  -0.677
53 C -0.2827 2.4129 -4.0468  -0.915
54 C -0.2826 1.6052 -2.9156  0.763
55 N -1.2036 0.6219 -2.7572  0.636
56 N 0.5438 1.6305 -1.8226  1.017
57 Si 2.2270 2.2055 -1.8975  -0.016
58 C 2.9769 1.4872 -3.4507  -1.019
59 C 3.1116 1.5204 -0.4104  -0.612
60 C 2.2927 4.0646 -1.9458  -0.801
61 H -2.6041 -1.6168 -3.0307  0.322
62 H -3.5144 -1.0686 -4.4480  0.503
63 H -3.9272 -0.4684 -2.8405  0.250
64 H -2.9057 0.9261 -5.6010  0.475
65 H -1.2727 2.7661 -5.8989  0.465
66 H 0.4400 3.2063 -4.1601  0.414
67 H 2.8155 0.4079 -3.4966  0.212
68 H 4.0556 1.6608 -3.4553  0.425
69 H 2.5729 1.9266 -4.3638  0.372
70 H 3.2200 0.4340 -0.4697  0.067
71 H 2.6223 1.7688 0.5307  0.146
72 H 4.1197 1.9425 -0.3785  0.509
73 H 1.6978 4.4854 -2.7581  0.287
74 H 3.3261 4.3860 -2.0984  0.426
75 H 1.9380 4.5059 -1.0133  0.099

Forces on the atoms, in the same order (eV/Å):
-0.1 0.0 0.1
0.0 0.0 0.0
0.0 0.0 0.0
-0.1 0.0 0.1
0.0 0.0 0.0
0.0 0.0 0.1
0.0 0.0 -0.1
0.0 0.0 0.0
0.0 0.0 0.0
0.0 0.0 0.0
0.0 -0.1 0.0
0.0 0.0 0.0
0.0 0.0 0.0
0.0 0.0 0.0
0.0 0.0 0.0
0.0 0.0 0.0
0.0 0.0 0.0
0.0 0.0 -0.1
0.0 0.0 0.1
-0.1 0.1 -0.1
0.1 -0.1 0.1
0.0 0.1 -0.2
0.0 0.0 0.0
0.0 0.0 0.0
0.0 0.0 0.0
0.0 0.0 0.0
0.0 0.0 0.0
0.0 0.0 0.0
0.0 0.0 0.0
0.0 0.0 0.0
0.0 0.0 0.0
0.0 0.0 0.0
0.0 0.0 0.0
0.0 0.0 0.0
0.0 0.0 0.0
0.0 0.0 0.0
0.0 -0.1 0.0
-0.1 0.2 -0.1
0.0 0.0 0.0
0.0 0.0 0.0
0.0 0.0 0.0
0.0 0.0 0.0
0.0 0.0 0.0
0.0 0.0 0.1
0.2 -0.1 0.2
0.0 0.0 0.0
0.0 0.0 0.0
0.0 0.0 0.0
0.1 0.0 0.0
0.0 0.1 -0.1
-0.1 -0.1 0.1
0.1 0.1 -0.1
0.0 0.0 0.0
0.0 -0.1 -0.1
-0.1 -0.2 0.0
0.0 0.1 -0.1
0.0 0.0 0.0
0.0 0.0 0.0
0.0 0.0 0.0
0.0 0.0 0.0
0.0 0.0 0.0
0.0 0.0 0.0
0.0 0.0 0.0
0.0 0.0 0.0
0.0 0.0 0.0
0.0 0.0 0.0
0.0 0.0 0.0
0.0 0.0 0.0
0.0 0.0 0.0
0.0 0.0 0.0
0.0 0.0 0.0
0.0 0.0 0.0
0.0 0.0 0.0
0.0 0.0 0.0
0.0 0.0 0.0


Entry 2:
This record from the Open Molecules 2025 dataset describes one molecule with the formula C7H10O at a distorted geometry. The level of theory is ωB97M-V/def2-TZVPD.

## Properties
Spin multiplicity: 1
ΔE to the lowest compared entry with this formula, charge and spin (kcal per mole): 49.8

Each line ends with the natural charge from an NBO analysis.
Cartesian coordinates (Å):
1 C -0.7032 0.6514 0.6136  -0.480
2 C 2.4978 -0.9116 0.2317  -0.722
3 C 1.1988 -0.5239 -0.4099  0.556
4 C -0.0491 -0.6777 0.3684  -0.075
5 C -1.1075 1.2053 -0.7329  -0.163
6 C -0.5600 -1.8927 0.6085  -0.367
7 C -2.0217 2.1943 -0.8478  -0.400
8 O 1.1941 0.1767 -1.4586  -0.540
9 H -1.5500 0.5713 1.3033  0.228
10 H 0.0188 1.3343 1.0775  0.226
11 H -0.9868 0.5523 -1.6479  0.229
12 H 3.0052 -1.6643 -0.3760  0.246
13 H 2.3714 -1.3285 1.2354  0.223
14 H 3.1470 -0.0378 0.3252  0.251
15 H -0.0250 -2.8016 0.3520  0.203
16 H -1.5291 -2.0009 1.0846  0.204
17 H -2.6785 2.2854 -1.7059  0.202
18 H -2.2221 2.8679 -0.0211  0.179

Forces on the atoms, in the same order (eV/Å):
0.7 0.2 -0.1
0.3 -0.7 0.3
0.7 3.0 -2.2
-0.6 -1.1 -0.1
-3.0 0.0 -1.5
0.2 0.8 0.2
0.8 -0.8 0.4
0.5 -2.4 2.5
0.1 -0.1 -0.3
0.0 -0.1 0.1
0.0 0.8 1.4
0.1 0.1 -0.1
-0.2 0.0 -0.2
-0.1 0.0 -0.3
0.0 0.1 -0.1
0.1 0.0 0.0
0.6 0.3 -0.3
-0.2 -0.1 0.1


Entry 3:
This record from the Open Molecules 2025 dataset describes one molecule with the formula C3H5FN2O2 at a distorted geometry. The level of theory is ωB97M-V/def2-TZVPD.

## Properties
Spin multiplicity: 1
ΔE to the lowest compared entry with this formula, charge and spin (kcal per mole): 92.4

Each line ends with the natural charge from an NBO analysis.
Cartesian coordinates (Å):
1 C -0.5180 0.8046 1.0755  0.728
2 C 0.3083 -0.2600 -1.1522  -0.107
3 C 0.5577 -1.5190 -0.9358  0.155
4 H 0.6116 -0.4585 2.4059  0.437
5 H -0.7813 -1.1933 0.9946  0.407
6 H -0.1376 2.6848 -0.3081  0.502
7 H 0.3334 0.1515 -2.1571  0.252
8 H 0.6741 -2.0354 0.0605  0.182
9 N -0.4227 -0.3926 1.7597  -0.903
10 N -0.0834 0.7686 -0.2333  -0.166
11 O -0.9624 1.8771 1.5176  -0.615
12 O -0.3728 1.8798 -1.0110  -0.541
13 F 0.7931 -2.3076 -2.0163  -0.332

Forces on the atoms, in the same order (eV/Å):
-0.6 2.2 -0.1
-0.8 2.0 0.7
0.6 -2.0 1.3
-4.3 -0.3 -2.9
2.1 2.2 3.2
-1.2 -2.7 -2.5
0.0 -0.3 0.1
-0.1 0.5 -1.6
1.9 -2.6 0.1
0.3 -0.9 -1.1
1.1 -1.7 -0.5
0.9 3.6 2.8
0.1 0.1 0.4


Entry 4:
This record from the Open Molecules 2025 dataset describes C8H22NNaO7S as an isolated structure at a distorted geometry. The level of theory is ωB97M-V/def2-TZVPD.

## Properties
Total charge: -1
Spin multiplicity: 2

Each line ends with the natural charge from an NBO analysis.
Cartesian coordinates (Å):
1 Na 10.0775 -8.7652 7.0021  0.912
2 C 13.7032 -9.7384 7.8334  -0.640
3 C 13.9437 -9.0797 6.4889  -0.164
4 O 12.7939 -8.8531 5.7777  -0.234
5 H 12.8374 -9.2920 8.3227  0.216
6 H 14.5924 -9.7227 8.4636  0.197
7 H 13.4781 -10.8004 7.7357  0.216
8 H 14.6299 -9.7677 5.9953  0.218
9 H 14.6342 -8.2582 6.6799  0.196
10 S 8.1477 -9.9464 5.1145  2.628
11 O 7.0210 -9.4850 4.4125  -1.083
12 O 9.3807 -9.1947 4.7707  -1.166
13 O 7.9532 -9.8726 6.5470  -1.188
14 O 8.4319 -11.3254 4.7242  -1.115
15 C 11.8687 -5.8592 8.4292  -0.615
16 C 10.6164 -6.2449 9.1248  -0.079
17 C 9.3663 -5.8745 8.3227  -0.067
18 O 9.1996 -6.7178 7.1624  -0.579
19 C 8.0588 -6.4404 6.3726  -0.263
20 N 10.5992 -7.6330 9.5547  -0.847
21 H 12.7526 -5.7678 9.0605  0.200
22 H 11.7836 -4.8958 7.9264  0.220
23 H 12.1348 -6.6216 7.6971  0.215
24 H 10.6027 -5.6869 10.0610  0.167
25 H 9.1706 -4.8252 8.1020  0.181
26 H 8.4746 -5.9972 8.9375  0.164
27 H 7.2417 -6.5047 7.0911  0.152
28 H 7.7450 -7.1637 5.6198  0.280
29 H 7.9780 -5.3959 6.0716  0.150
30 H 11.3624 -7.7160 10.2110  0.358
31 H 9.7214 -7.9085 9.9713  0.383
32 C 9.2488 -12.5430 10.2972  -0.639
33 C 8.2989 -11.4059 9.8577  -0.057
34 O 8.9639 -10.6330 8.9525  -0.770
35 H 8.9812 -12.6921 11.3432  0.187
36 H 10.3223 -12.4501 10.1327  0.217
37 H 9.0233 -13.4641 9.7596  0.209
38 H 8.0113 -10.7128 10.6483  0.134
39 H 7.4673 -11.7677 9.2529  0.180
40 H 8.2968 -10.4340 8.2915  0.526

Forces on the atoms, in the same order (eV/Å):
-0.4 -0.7 -0.6
-0.4 -0.6 0.4
-0.1 -1.2 1.2
1.0 0.4 0.1
0.2 0.2 0.3
0.0 0.4 0.1
-0.2 0.0 -0.3
-0.1 -0.2 -1.1
-0.4 1.1 -0.6
3.3 -3.3 -2.3
-3.5 2.4 -1.7
0.9 1.8 0.6
-0.4 0.9 4.1
-0.1 -1.4 0.2
1.3 -0.2 -0.9
-1.2 0.9 0.7
-1.6 -1.0 -0.4
1.6 0.6 0.1
-1.9 0.5 1.7
0.6 -0.4 -1.1
-0.1 -0.1 0.4
-0.2 -0.1 -0.1
-0.1 0.1 -0.3
-0.5 0.9 -0.1
1.2 0.4 -0.6
-0.2 -0.8 0.6
-0.6 -0.1 0.2
1.2 -0.2 -0.2
0.7 0.1 -0.6
-0.2 -0.5 0.2
0.0 0.0 0.1
-1.4 -0.5 0.5
0.9 -0.8 -0.3
1.4 1.7 -1.3
0.6 -0.5 0.3
-0.1 0.9 0.2
-0.3 0.0 0.0
-0.5 -0.6 0.8
-0.7 -0.6 1.1
0.3 0.6 -1.5


Entry 5:
This record from the Open Molecules 2025 dataset describes a 2-piece molecular cluster, C21H21FNO3P overall at a distorted geometry. The level of theory is ωB97M-V/def2-TZVPD.

## Properties
Spin multiplicity: 1
ΔE to the lowest compared entry with this formula, charge and spin (kcal per mole): 30.0

Each line ends with the natural charge from an NBO analysis.
Cartesian coordinates (Å):
1 C -3.3330 -3.0176 -3.0214  -0.621
2 C -3.0283 -2.5507 -1.6146  -0.066
3 O -2.8392 -1.1274 -1.7124  -0.545
4 C -2.6006 -0.5116 -0.5131  0.741
5 C -2.0914 0.8165 -0.7751  -0.991
6 P -2.2573 1.9791 0.5178  1.915
7 C -1.0040 1.3540 1.6747  -0.380
8 C -0.0461 0.4799 1.1479  -0.207
9 C 0.8990 -0.1194 1.9782  -0.185
10 C 0.8999 0.1641 3.3486  -0.242
11 C -0.0625 1.0429 3.8802  -0.225
12 C -1.0186 1.6415 3.0484  -0.163
13 C -1.6049 3.5159 -0.2054  -0.302
14 C -0.4268 3.5174 -0.9534  -0.220
15 C 0.1304 4.7238 -1.4050  -0.226
16 C -0.5206 5.9357 -1.1483  -0.217
17 C -1.7405 5.9262 -0.4623  -0.221
18 C -2.2863 4.7272 -0.0021  -0.210
19 O -3.5982 2.1847 1.1483  -1.100
20 O -2.7705 -1.0437 0.5802  -0.688
21 H -3.2399 -4.1005 -3.0750  0.195
22 H -4.3510 -2.7170 -3.2763  0.211
23 H -2.6398 -2.5563 -3.7356  0.208
24 H -3.8574 -2.7690 -0.9251  0.194
25 H -2.1005 -3.0147 -1.2410  0.153
26 H -1.9390 1.1116 -1.7988  0.231
27 H -0.0575 0.2027 0.0898  0.238
28 H 1.5891 -0.8395 1.5403  0.168
29 H 1.6270 -0.3303 3.9911  0.196
30 H -0.0664 1.2371 4.9551  0.207
31 H -1.7791 2.3109 3.4703  0.232
32 H 0.0722 2.5837 -1.2022  0.218
33 H 1.0661 4.7161 -1.9615  0.202
34 H -0.0942 6.8718 -1.5046  0.206
35 H -2.2715 6.8634 -0.2932  0.208
36 H -3.2480 4.7239 0.5101  0.242
37 F 1.8998 -2.0499 -0.2780  -0.165
38 N 3.1608 -2.9237 -0.1568  0.080
39 C 4.3547 -2.3160 -0.1446  0.062
40 C 5.5083 -3.0943 -0.0560  -0.215
41 C 5.3867 -4.4788 -0.0146  -0.103
42 C 4.1256 -5.0643 0.0001  -0.216
43 C 2.9966 -4.2512 -0.0875  0.063
44 H 4.3850 -1.2356 -0.2257  0.277
45 H 6.4915 -2.6188 -0.0384  0.265
46 H 6.2788 -5.1034 -0.0021  0.253
47 H 4.0138 -6.1485 0.0663  0.265
48 H 1.9876 -4.6481 -0.1177  0.278

Forces on the atoms, in the same order (eV/Å):
0.0 0.1 0.1
0.0 0.5 -0.2
-0.2 -1.5 0.1
0.8 2.2 0.0
-0.9 -0.6 0.5
-0.8 -0.8 -0.9
0.3 0.1 0.4
0.5 -0.3 0.5
-0.3 0.3 0.4
-0.4 0.2 -0.2
0.2 -0.2 -0.2
0.4 -0.3 -0.1
0.0 0.4 0.0
0.3 0.7 -0.1
-0.4 -0.1 0.1
-0.2 -0.4 0.1
0.1 0.0 -0.2
0.3 -0.1 0.0
0.6 0.4 0.2
0.0 -0.4 -0.6
-0.1 -0.1 -0.1
0.1 -0.1 -0.2
-0.1 -0.1 0.2
0.4 0.0 -0.1
-0.3 0.1 0.1
-0.2 0.1 -0.1
-0.2 0.3 0.3
0.0 0.3 0.3
-0.2 0.2 0.0
0.0 0.0 -0.3
0.3 -0.3 -0.3
-0.1 0.1 0.2
-0.2 0.0 0.1
-0.1 -0.2 0.1
0.1 -0.2 0.0
0.3 -0.1 0.0
2.4 -1.7 0.1
-0.8 0.6 -0.2
0.0 0.2 0.0
-0.3 0.1 -0.1
0.0 0.0 0.1
-0.2 0.2 -0.1
-0.1 0.0 0.0
-0.3 -0.1 0.1
-0.5 0.0 -0.1
-0.2 0.2 0.1
-0.1 0.4 -0.1
0.0 0.3 0.0


Entry 6:
This record from the Open Molecules 2025 dataset describes a 2-piece molecular cluster, C10H11O3P overall at a distorted geometry. The level of theory is ωB97M-V/def2-TZVPD.

## Properties
Spin multiplicity: 1
ΔE to the lowest compared entry with this formula, charge and spin (kcal per mole): 56.6

Each line ends with the natural charge from an NBO analysis.
Cartesian coordinates (Å):
1 C -1.2133 -2.4809 -0.3767  -0.191
2 C -0.5682 -1.7871 0.7492  -0.191
3 C -1.3128 -1.9203 -1.6163  -0.233
4 C -0.1878 -0.5296 0.5194  -0.223
5 C -0.7359 -0.6321 -1.8540  -0.187
6 C -0.1256 -0.0033 -0.7943  -0.370
7 C 3.5199 -2.6319 1.1170  -0.250
8 C 3.2788 -2.3694 -0.0341  -0.223
9 C -0.0803 2.4570 0.0502  0.530
10 C -2.1318 3.3231 0.8023  -0.272
11 O 0.4874 2.6160 1.1012  -0.641
12 O 2.1987 1.2501 -0.5045  -0.979
13 O -1.3239 2.8127 -0.2322  -0.498
14 P 0.8551 1.4743 -1.2352  1.063
15 H -1.5770 -3.5382 -0.1939  0.212
16 H -0.8476 -2.2754 1.6817  0.221
17 H -1.6280 -2.4911 -2.4817  0.217
18 H 0.3352 -0.0443 1.3534  0.224
19 H -0.8018 -0.1307 -2.8000  0.221
20 H 3.8536 -2.9486 2.0882  0.236
21 H 2.2292 1.6536 0.3314  0.512
22 H 3.0129 -2.0706 -1.0142  0.237
23 H -2.2840 4.3274 0.8051  0.187
24 H -1.7715 3.1489 1.8440  0.207
25 H -3.1816 2.7902 0.6940  0.193

Forces on the atoms, in the same order (eV/Å):
0.6 -1.0 1.6
-4.0 -2.7 -2.1
0.9 0.8 -0.8
2.4 1.1 0.4
-0.6 -1.2 1.3
-0.1 0.2 -0.1
0.3 -0.2 -0.6
0.0 -0.1 1.2
1.0 -0.4 0.0
-2.4 -3.8 1.9
-0.1 0.5 0.8
2.4 -0.9 -0.4
0.2 0.2 -0.4
-3.3 0.5 -2.2
0.4 1.4 -0.3
1.1 0.4 0.3
-0.5 0.0 0.2
-0.4 0.4 -0.4
0.2 -0.1 -0.5
-0.3 0.2 -0.3
0.2 0.8 2.4
0.0 0.0 -0.2
-0.2 3.1 -0.9
0.1 -0.5 -1.0
2.1 1.1 0.2


no.,total energy (eV)
1,-107655.3259
2,-9466.4019
3,-12980.6560
4,-39725.8419
5,-41750.6915
6,-25976.4595